Entry from the OMol25 dataset: C16H41CrN3O6 as an isolated structure in a non-equilibrium geometry (ωB97M-V/def2-TZVPD).

XYZ file:
```
67
C16H41CrN3O6, DFT ωB97M-V/def2-TZVPD
Cr -1.051 1.127 0.062
O -1.345 2.907 1.149
C -2.719 3.176 1.050
C -3.478 2.522 -0.143
O -3.012 1.265 -0.595
H -2.869 4.265 1.023
H -3.234 2.815 1.963
H -3.386 3.171 -1.036
H -4.557 2.500 0.076
C 0.157 -3.968 -3.739
O -0.044 -3.336 -2.494
C -1.280 -2.682 -2.379
C -1.219 -1.652 -1.252
N -0.448 -0.439 -1.497
C -0.834 0.274 -2.726
C -0.123 1.605 -2.935
O -0.189 2.315 -1.715
C 0.426 3.594 -1.725
H 1.182 -4.334 -3.783
H 0.073 -3.262 -4.569
H -0.531 -4.805 -3.864
H -2.136 -3.351 -2.213
H -1.573 -2.159 -3.302
H -0.790 -2.126 -0.369
H -2.278 -1.390 -1.143
H 0.525 -0.730 -1.590
H -1.902 0.498 -2.771
H -0.584 -0.364 -3.584
H -0.570 2.195 -3.740
H 0.933 1.440 -3.199
H -0.191 4.320 -2.252
H 1.419 3.493 -2.190
H 0.650 3.839 -0.689
C 3.191 2.351 0.538
C 2.333 1.232 -0.062
C 3.092 -0.084 -0.081
O 2.443 -0.987 -0.956
C 2.707 -2.341 -0.617
N 1.068 1.125 0.719
H 4.116 2.460 -0.038
H 3.452 2.145 1.580
H 2.726 3.338 0.544
H 2.119 1.501 -1.101
H 3.217 -0.457 0.942
H 4.122 0.060 -0.426
H 2.288 -2.929 -1.431
H 2.166 -2.600 0.298
H 3.768 -2.571 -0.497
H 1.245 0.327 1.335
H 1.025 1.928 1.342
C -2.356 -0.110 3.942
C -1.213 -0.220 2.922
C -0.260 -1.370 3.263
O 1.036 -1.245 2.724
C 1.957 -2.134 3.282
N -1.764 -0.387 1.551
H -3.110 -0.886 3.806
H -2.844 0.859 3.829
H -1.966 -0.154 4.962
H -0.574 0.664 3.003
H -0.681 -2.349 2.993
H -0.153 -1.416 4.358
H 2.953 -2.044 2.854
H 1.642 -3.176 3.131
H 2.036 -1.973 4.365
H -2.121 -1.338 1.432
H -2.684 0.056 1.661
```

Its HOMO energy (alpha / beta) is -5.15 / -6.62 eV. As for the multiplicity: 5. The HOMO-LUMO gap (alpha / beta) comes out at 5.634 / 7.097 eV. As for the total energy: -2294.32108 Eh.

Atom charges from the Mulliken analysis, given in e for atoms 1 to 4:
1 Cr 0.29
2 O -0.72
3 C -0.40
4 C -0.54


Entry from the OMol25 dataset: one molecule with the formula CH5NO in a non-equilibrium geometry (ωB97M-V/def2-TZVPD).

XYZ file:
```
8
CH5NO, DFT ωB97M-V/def2-TZVPD
C -0.604 0.872 -0.426
N 1.664 -0.206 -0.114
O 0.558 0.629 0.420
H -1.491 1.189 0.265
H -0.969 0.012 -0.946
H -0.315 1.715 -1.111
H 1.752 -0.994 0.649
H 2.411 0.479 0.090
```

Its HOMO energy (alpha / beta) is -4.11 / -9.80 eV. As for the multiplicity: 3. The HOMO-LUMO gap (alpha / beta) comes out at 5.141 / 7.540 eV. As for the total energy: -170.78267 Eh.

Atom charges from the Mulliken analysis, given in e for atoms 1 to 4:
1 C -0.47
2 N -0.47
3 O -0.28
4 H 0.17


Entry from the OMol25 dataset: C41H49BCuO2P2 as an isolated structure in a non-equilibrium geometry (ωB97M-V/def2-TZVPD).

XYZ file:
```
96
C41H49BCuO2P2, DFT ωB97M-V/def2-TZVPD
Cu 1.326 1.875 -1.464
C 4.167 0.147 -2.601
C 2.886 -0.144 -2.357
C 2.360 -1.457 -1.916
C 2.359 -1.824 -0.413
C 3.511 -1.417 0.472
C 4.780 -1.400 0.119
C 5.273 -1.825 -1.257
C 5.348 -0.721 -2.326
C 3.404 2.911 -0.689
H 4.410 1.062 -3.161
H 2.049 0.550 -2.679
H 2.881 -2.252 -2.485
H 1.299 -1.429 -2.214
H 1.453 -1.426 0.016
H 2.264 -2.927 -0.389
H 3.206 -1.211 1.520
H 5.566 -1.171 0.861
H 4.671 -2.688 -1.593
H 6.301 -2.191 -1.112
H 6.194 -0.059 -2.048
H 5.684 -1.204 -3.261
H 3.461 3.288 0.353
H 3.362 1.811 -0.543
H 2.511 3.328 -1.187
P -5.217 -0.766 0.024
P -4.496 -0.923 3.076
C -4.965 -2.380 0.797
C -4.766 -2.452 2.142
C -6.806 -1.051 -0.877
C -7.294 -2.325 -1.190
C -8.469 -2.451 -1.934
C -9.204 -1.333 -2.306
C -8.767 -0.059 -1.911
C -7.589 0.092 -1.195
C -3.901 -0.823 -1.250
C -2.572 -0.696 -0.783
C -1.508 -0.742 -1.684
C -1.749 -0.919 -3.049
C -3.064 -1.054 -3.515
C -4.135 -0.993 -2.611
C -5.582 -1.314 4.526
C -6.975 -1.344 4.296
C -7.848 -1.726 5.307
C -7.344 -2.079 6.576
C -5.971 -2.029 6.805
C -5.091 -1.641 5.798
C -2.826 -1.206 3.752
C -2.192 -0.097 4.373
C -0.971 -0.284 5.021
C -0.360 -1.542 5.043
C -0.969 -2.627 4.398
C -2.195 -2.442 3.729
H -4.955 -3.253 0.147
H -4.779 -3.399 2.697
H -6.761 -3.217 -0.859
H -8.805 -3.453 -2.227
H -10.110 -1.436 -2.905
H -9.356 0.825 -2.170
H -7.248 1.081 -0.877
H -2.381 -0.585 0.283
H -0.483 -0.633 -1.311
H -0.902 -0.968 -3.752
H -3.254 -1.222 -4.574
H -5.161 -1.106 -2.976
H -7.374 -1.082 3.306
H -8.920 -1.755 5.128
H -8.030 -2.387 7.366
H -5.571 -2.303 7.787
H -4.011 -1.613 5.998
H -2.664 0.877 4.337
H -0.489 0.572 5.508
H 0.597 -1.682 5.558
H -0.500 -3.602 4.393
H -2.647 -3.285 3.211
C 7.176 2.124 -3.075
C 6.952 3.073 -1.899
C 8.240 3.136 -1.099
O 5.927 2.536 -1.048
B 4.771 3.216 -1.348
O 4.926 4.233 -2.271
C 6.347 4.465 -2.351
C 6.746 5.635 -1.430
C 6.665 4.887 -3.777
H 6.229 1.920 -3.605
H 7.597 1.177 -2.693
H 7.897 2.556 -3.776
H 8.540 2.118 -0.839
H 9.014 3.598 -1.732
H 8.113 3.725 -0.183
H 7.786 5.929 -1.580
H 6.142 6.523 -1.663
H 6.613 5.374 -0.356
H 6.310 4.124 -4.480
H 6.161 5.837 -3.975
H 7.750 5.020 -3.895
```

Its HOMO energy (alpha / beta) is -5.61 / -7.37 eV. As for the multiplicity: 2. The HOMO-LUMO gap (alpha / beta) comes out at 6.206 / 7.372 eV. As for the total energy: -4090.16216 Eh.

Atom charges from the Mulliken analysis, given in e for atoms 1 to 4:
1 Cu -0.54
2 C 0.03
3 C 0.13
4 C -0.76


Entry from the OMol25 dataset: one molecule with the formula C6H9N3O2S in a non-equilibrium geometry (ωB97M-V/def2-TZVPD).

XYZ file:
```
21
C6H9N3O2S, DFT ωB97M-V/def2-TZVPD
N 4.449 -0.830 0.184
N 3.712 0.383 -0.076
C 2.243 0.294 -0.180
C 1.702 -1.008 -0.176
C 0.304 -0.952 -0.077
C -0.444 0.240 -0.105
S -2.331 -0.144 -0.178
N -2.857 0.073 1.384
O -2.845 0.899 -1.022
O -2.618 -1.563 -0.240
C 0.169 1.539 0.029
C 1.482 1.609 0.105
H 4.061 -1.230 1.056
H 4.494 -1.395 -0.686
H 4.238 1.263 -0.036
H 2.363 -1.894 -0.141
H -0.169 -1.956 0.190
H -2.430 -0.810 1.735
H -2.633 0.976 1.917
H -0.621 2.370 0.390
H 1.836 2.569 0.496
```

Its HOMO energy is -8.32 eV. The SMILES is NNc1ccc(S(N)(=O)=O)cc1. The HOMO-LUMO gap comes out at 8.759 eV. As for the total energy: -946.83529 Eh.

Atom charges from the Mulliken analysis, given in e for atoms 1 to 4:
1 N -0.68
2 N -0.12
3 C 0.60
4 C -0.75


Number 4 is which compound?
C6H9N3O2S